C11H16ClMnO2V | wB97M-V/def2-TZVPD

The geometry in XYZ format:
```
32
Properties=species:S:1:pos:R:3:forces:R:3:lowdin_charge:R:1
V 2.216445 -0.717252 -3.042248 -1.556 -0.581 2.068 0.464
Cl 1.435286 0.541120 -4.617826 -0.063 0.295 -0.162 0.078
C 2.467770 -2.541363 -3.773680 -0.040 -0.573 -0.324 -0.227
C 4.022518 -0.153024 -2.473191 0.554 0.226 -0.038 -0.217
H 3.538977 -2.783347 -3.848228 -0.314 0.037 0.054 0.013
H 1.960692 -3.271696 -3.123543 0.182 0.188 -0.207 0.015
H 2.011384 -2.567120 -4.776264 0.113 -0.049 0.290 0.009
H 4.720031 -0.975131 -2.701210 -0.139 0.266 0.133 0.016
H 4.082888 0.124152 -1.411270 -0.027 -0.063 -0.329 -0.013
H 4.289022 0.711536 -3.102362 0.014 -0.138 0.202 0.015
Mn 0.776704 -0.005150 0.309282 -0.154 -0.166 -1.000 0.900
C 2.654935 0.137369 0.828246 0.689 -0.069 0.056 -0.224
C 0.902415 -1.147825 -1.298781 1.565 -0.699 -1.350 -0.326
H 3.220230 -0.746478 0.502601 0.026 0.346 0.201 0.002
H 3.081826 1.054724 0.391348 -0.010 -0.293 0.214 0.008
H 2.622440 0.216222 1.926144 0.185 -0.006 -0.285 0.009
H 1.405597 -2.013227 -0.790261 -0.117 0.258 -0.526 -0.014
H -0.083253 -1.512789 -1.661524 0.420 0.457 0.191 -0.007
O -0.072827 0.787092 1.928450 -1.150 -0.038 -0.172 -0.076
C -1.204439 0.632041 1.328829 0.141 -0.053 -0.440 -0.520
O -1.202983 0.138175 0.137317 -0.265 0.681 1.238 -0.084
C -2.484464 0.983877 1.967191 -0.009 -0.059 0.114 -0.152
C -3.618245 1.126453 1.168077 -0.421 0.033 0.194 -0.010
C -4.850662 1.382523 1.774101 0.190 0.031 0.175 -0.066
C -4.932238 1.480681 3.171338 0.300 0.001 -0.123 -0.074
C -3.780305 1.345749 3.961027 -0.039 -0.006 -0.213 -0.069
C -2.546036 1.104664 3.354626 -0.312 0.167 0.085 -0.011
H -3.523501 1.038173 0.085168 -0.046 -0.022 0.344 0.123
H -5.745654 1.507840 1.160304 0.297 -0.052 0.229 0.107
H -5.895171 1.679572 3.648054 0.317 -0.091 -0.165 0.105
H -3.845095 1.427124 5.047436 -0.012 -0.007 -0.340 0.106
H -1.624287 1.015316 3.930852 -0.320 -0.023 -0.113 0.122
```
Positions in Å, forces in eV/Å.

frontier orbital gap (spin up / spin down)	8.28 / 9.10	eV
net charge	0
2S+1	6
calculated total energy	-3134.3335	a.u.

***

C11H16CuN2O5S2 | wB97M-V/def2-TZVPD

The geometry in XYZ format:
```
37
Properties=species:S:1:pos:R:3:forces:R:3:lowdin_charge:R:1
Cu 0.820161 -1.476747 0.141204 0.452 -0.437 0.145 0.255
C -2.066966 -2.162303 1.257819 -0.036 0.009 -0.058 -0.058
O -0.679585 -2.293416 1.535862 -0.009 0.074 -0.063 -0.256
C -0.286894 -1.859665 2.831921 0.041 0.102 0.072 -0.154
C -0.017116 -0.365254 2.843149 -0.071 -0.073 -0.016 -0.170
O 0.888188 -0.134873 1.782818 0.002 -0.008 0.002 -0.262
C 1.441027 1.172184 1.700732 0.002 0.022 -0.016 -0.047
H -2.648384 -2.765694 1.958312 0.012 -0.004 0.004 0.100
H -2.216367 -2.530996 0.245991 -0.021 0.007 0.008 0.104
H -2.399143 -1.121540 1.312508 0.017 -0.016 0.016 0.079
H 0.639504 -2.391224 3.050816 -0.016 -0.006 0.013 0.146
H -1.043770 -2.130494 3.572145 -0.002 0.006 0.010 0.136
H 0.432628 -0.075870 3.798114 -0.003 0.000 0.006 0.139
H -0.931255 0.225019 2.699086 0.011 -0.007 -0.014 0.127
H 1.953962 1.418925 2.632625 -0.007 -0.003 0.001 0.101
H 0.659596 1.909935 1.497374 -0.006 -0.009 0.002 0.094
H 2.159789 1.148563 0.885580 0.000 0.002 0.008 0.096
O 4.216751 -3.247288 -0.265148 0.062 0.009 -0.011 -0.352
S 3.232468 -2.427416 -0.907417 -0.273 -0.285 0.005 0.137
O 3.529087 -1.984824 -2.251147 0.034 0.086 -0.143 -0.395
O 2.805285 -1.260108 -0.046173 -0.152 0.353 0.211 -0.452
S 1.381936 -3.384388 -0.923984 -0.035 0.051 -0.010 0.442
N 0.628690 0.942538 -3.129681 0.071 -0.028 -0.096 0.149
C 0.855050 -0.137855 -2.351627 -0.130 0.019 0.093 -0.108
N 0.078213 -0.154060 -1.290849 0.117 0.023 -0.182 0.076
C -0.700717 0.989311 -1.371489 -0.003 0.085 -0.083 -0.214
C -1.684318 1.477246 -0.514876 0.033 0.012 -0.014 -0.018
C -2.298921 2.666533 -0.853565 -0.023 -0.022 0.062 -0.087
C -1.951559 3.362204 -2.019681 -0.013 0.045 -0.034 -0.090
C -0.980770 2.890878 -2.881143 0.032 -0.010 -0.026 -0.013
C -0.363249 1.695100 -2.534521 -0.130 0.009 0.163 -0.185
H 1.127852 1.155172 -3.975472 0.002 -0.010 -0.009 0.168
H 1.611946 -0.880399 -2.573637 0.048 0.000 -0.038 0.103
H -1.952529 0.936407 0.383894 -0.005 0.012 -0.005 0.092
H -3.067509 3.073649 -0.209931 0.001 -0.005 0.002 0.102
H -2.458226 4.289965 -2.249344 0.005 -0.002 -0.003 0.103
H -0.714853 3.430787 -3.780262 -0.005 -0.001 0.001 0.112
```
Positions in Å, forces in eV/Å.

frontier orbital gap (spin up / spin down)	8.43 / 7.13	eV
net charge	0
energy relative to the best compared isomer or geometry (same formula, charge and spin)	6.45	kcal/mol
2S+1	2
calculated total energy	-3351.3327	a.u.

***

C11H16N2 | wB97M-V/def2-TZVPD

The geometry in XYZ format:
```
29
Properties=species:S:1:pos:R:3:forces:R:3:lowdin_charge:R:1
C 2.155131 -1.541507 -0.043934 0.405 -0.807 0.499 -0.085
C 0.801003 -2.006811 0.031075 0.514 -3.609 -1.076 -0.078
C 2.481745 -0.251113 0.073143 -2.568 -1.579 -0.336 -0.064
C -0.229012 -1.235515 -0.127603 2.154 5.421 0.960 -0.090
C -1.562088 -1.160204 0.219107 -1.718 0.978 -0.705 -0.367
C 1.480538 0.848272 0.235980 -0.153 2.255 -0.320 -0.311
C 0.140609 0.508035 -0.371898 -0.869 -4.857 -1.398 -0.313
C -2.470145 -2.288150 0.262171 -1.505 -2.098 -1.375 -0.045
C 1.317670 1.206828 1.742971 1.806 0.995 -0.955 -0.034
C 0.114833 0.575584 -1.948646 0.019 -1.076 1.431 0.011
C -1.463672 2.366864 0.065828 0.112 -1.187 -3.847 -0.029
N -2.027177 0.048095 0.177271 -1.579 -0.297 1.481 0.147
N -1.090100 0.978219 0.181764 0.890 0.830 0.307 -0.214
H 2.875862 -2.394562 0.003969 -0.145 1.288 -0.227 0.119
H 0.677820 -3.125423 0.031277 -0.021 1.067 0.400 0.128
H 3.473252 -0.134106 0.201816 3.252 1.363 0.318 0.070
H 1.839578 1.755516 -0.370307 -0.190 -0.908 0.984 0.162
H -3.503305 -2.096003 0.608048 0.758 0.239 0.104 0.085
H -2.097984 -3.228281 0.734312 -0.028 0.904 -0.182 0.090
H -2.583793 -2.519357 -0.833839 -0.175 -0.419 0.849 0.098
H 0.963512 0.286352 2.177576 0.328 -0.132 0.912 0.084
H 0.589103 1.983136 1.904188 -0.445 0.160 -0.052 0.046
H 2.298421 1.683023 2.105249 -1.282 -1.377 -0.081 0.111
H -0.356230 -0.373077 -2.340757 0.497 1.359 0.055 0.107
H 1.150892 0.657087 -2.203953 0.548 -0.266 -0.797 0.065
H -0.370988 1.480190 -2.259826 -0.427 0.273 -0.423 0.049
H -1.511457 2.625293 -1.090311 0.037 -0.079 1.954 0.104
H -2.488785 2.462742 0.389286 0.165 0.553 0.838 0.083
H -0.605227 2.888885 0.446050 -0.382 1.007 0.683 0.069
```
Positions in Å, forces in eV/Å.

frontier orbital gap (spin up / spin down)	7.59 / 7.59	eV
net charge	0
energy relative to the best compared isomer or geometry (same formula, charge and spin)	96.68	kcal/mol
2S+1	1
calculated total energy	-538.1153	a.u.

***

C11H16N2O3S | wB97M-V/def2-TZVPD

The geometry in XYZ format:
```
33
Properties=species:S:1:pos:R:3:forces:R:3:lowdin_charge:R:1
C 3.149884 2.537460 -0.934708 1.484 1.386 -3.578 -0.104
C 3.722435 1.297307 -0.259823 -12.440 8.297 8.211 -0.241
C 2.661015 0.305965 -0.279767 -4.749 -4.232 1.058 -0.163
C 3.017440 -1.040326 0.456108 -4.497 0.232 -2.961 -0.384
O 4.063588 -1.323548 0.858327 3.909 -0.579 1.746 0.135
N 2.003756 -2.148814 0.598508 0.716 3.833 -0.805 0.089
C 0.704417 -2.287549 0.220129 4.338 12.060 -5.053 -0.710
N 0.121742 -1.242030 -0.718942 0.119 -2.211 2.605 0.128
C -1.155017 -1.661766 -1.045082 6.317 -6.327 3.841 -0.484
C -1.378585 -2.992945 -0.561235 -6.010 3.060 -3.954 -0.401
S -0.160334 -3.466177 0.319735 -3.708 -10.896 3.606 1.141
H -2.436140 -3.386121 -0.803204 2.234 -0.162 1.065 0.129
C -1.993960 -0.924969 -1.779644 -3.115 10.274 -0.550 -0.032
C -2.963255 -0.116382 -0.588182 -3.984 -8.819 -4.280 -0.415
O -4.006345 -0.775093 -0.417523 1.478 2.136 0.683 0.064
O -2.608328 0.906929 0.013241 5.066 0.579 -3.474 0.061
C -3.252218 1.349217 1.014775 -7.203 8.869 4.699 -0.357
C -2.964370 0.809775 2.372133 3.007 2.456 -3.199 -0.037
H -3.357164 1.466276 3.032211 -1.532 1.540 2.397 0.055
H -3.235284 -0.140472 2.396255 -1.297 -4.275 0.761 0.043
H -1.904247 0.939234 2.379851 1.071 -0.490 0.851 0.089
H -4.473853 1.480533 0.911098 2.911 -1.031 -0.428 0.175
H -3.034180 2.686133 1.011606 -0.235 -3.922 0.233 0.200
H -1.494685 0.122731 -1.912661 0.201 -1.965 -1.027 0.147
H -2.582737 -1.096637 -2.678996 -0.046 -0.826 0.656 0.130
H 2.491029 -2.850882 1.034291 0.881 -2.251 1.211 0.090
H 1.590401 0.388691 0.208185 1.970 1.263 -0.641 0.142
H 2.278560 0.086503 -1.304857 0.585 -0.275 0.514 0.123
H 4.400602 0.876717 -0.597402 12.200 -5.980 -5.903 -0.012
H 3.842211 1.536457 0.844969 0.635 -0.172 -1.258 0.157
H 3.877467 3.417869 -1.059618 -0.978 -1.211 0.662 0.092
H 2.165392 2.920576 -0.695500 0.034 -0.160 1.258 0.064
H 2.910769 2.325327 -2.034294 0.640 -0.202 1.055 0.089
```
Positions in Å, forces in eV/Å.

frontier orbital gap	8.63	eV
net charge	0
energy relative to the best compared isomer or geometry (same formula, charge and spin)	228.52	kcal/mol
2S+1	1
calculated total energy	-1161.8616	a.u.

***

C11H16N2S | wB97M-V/def2-TZVPD

The geometry in XYZ format:
```
30
Properties=species:S:1:pos:R:3:forces:R:3:lowdin_charge:R:1
C 0.922727 -4.064267 2.968422 1.712 -0.174 -2.065 -0.094
C 0.221522 -3.022699 2.374303 1.740 0.062 -1.170 -0.067
C 2.172660 -4.345343 2.447092 1.035 -1.129 1.666 -0.024
C 0.764642 -2.292201 1.275612 -3.172 1.025 1.016 -0.099
C 2.838490 -3.606501 1.367833 -2.295 -0.535 1.198 -0.483
C 2.004021 -2.549863 0.816671 0.595 0.226 -0.196 -0.527
C -2.275196 1.608480 0.026139 -1.195 0.821 1.876 -0.140
C -1.582914 2.293286 -1.191517 -0.010 1.808 0.363 -0.279
C -0.477446 1.468922 -1.755166 0.281 -1.373 4.022 -0.285
C 0.869810 1.472322 -0.993046 0.578 0.053 -0.658 -0.180
C 1.837461 0.416403 -1.657541 -0.204 1.702 1.904 -0.295
N 3.913556 -3.942224 0.817856 1.299 -0.366 -0.197 0.210
N 1.515890 -0.879955 -1.101226 -0.380 -1.590 -0.501 -0.404
S 2.788789 -1.748727 -0.449159 1.120 0.364 -0.674 1.012
H 0.524091 -4.812000 3.613080 -0.463 0.131 0.842 0.098
H -0.685546 -2.768835 2.777552 -2.260 0.723 0.581 0.071
H 2.735659 -5.151532 2.979579 -0.307 0.661 -0.961 0.118
H 0.059971 -1.481864 0.836622 1.737 -1.422 0.594 0.130
H -2.746438 2.438920 0.754369 0.919 -1.888 -1.656 0.101
H -3.123014 0.932761 -0.285407 0.813 0.774 0.141 0.068
H -1.634556 0.948733 0.719811 -0.438 1.166 -1.301 0.073
H -0.990663 3.251972 -0.837093 -1.907 -1.246 -0.712 0.134
H -2.348215 2.496210 -2.059676 1.307 0.063 1.954 0.137
H -0.329102 1.623950 -2.731899 0.950 1.204 -3.732 0.067
H -0.821286 0.473013 -1.743508 -0.502 -1.734 0.087 0.089
H 0.897399 1.338647 0.166845 -0.452 0.065 -2.187 0.146
H 1.367009 2.423286 -1.226680 -0.229 0.222 0.381 0.098
H 2.812683 0.825913 -1.272924 -0.422 -1.254 -0.588 0.110
H 1.845474 0.439028 -2.747346 -0.142 0.110 0.018 0.113
H 0.989828 -1.590818 -1.649282 0.292 1.531 -0.043 0.105
```
Positions in Å, forces in eV/Å.

frontier orbital gap (spin up / spin down)	6.76 / 6.95	eV
net charge	0
energy relative to the best compared isomer or geometry (same formula, charge and spin)	137.53	kcal/mol
2S+1	1
calculated total energy	-936.2528	a.u.

***

C11H16N3 | wB97M-V/def2-TZVPD

The geometry in XYZ format:
```
30
Properties=species:S:1:pos:R:3:forces:R:3:lowdin_charge:R:1
C -3.836611 0.766048 0.710120 -0.009 -0.083 -0.022 -0.040
C -2.717657 0.549153 -0.272269 0.006 -0.068 0.193 -0.261
C -2.618265 1.323781 -1.422346 0.089 -0.085 -0.165 -0.031
C -1.599072 1.102256 -2.340869 -0.011 0.034 0.017 -0.054
C -0.656224 0.106626 -2.120834 -0.088 0.137 -0.116 -0.051
C -0.735820 -0.670837 -0.973262 -0.040 -0.002 0.118 -0.255
C 0.297071 -1.739569 -0.692439 -0.436 0.606 -0.262 -0.097
N 1.688764 -1.308270 -0.937141 -0.130 0.010 0.281 0.098
C 2.288058 -0.559749 -0.003821 0.460 0.752 -0.679 -0.319
N 3.443959 -0.926657 0.747856 -0.385 0.281 -0.336 0.083
C 2.910432 -0.476871 2.087875 -0.283 0.421 -0.653 -0.116
C 2.418294 0.932375 1.727424 0.658 -0.355 0.040 -0.089
N 1.796982 0.600598 0.414866 -0.985 -1.201 1.404 0.170
C -1.761832 -0.445646 -0.057252 0.067 0.110 -0.096 -0.011
H -3.622674 0.300151 1.671838 0.018 0.007 -0.026 0.078
H -4.019713 1.827586 0.878102 -0.023 -0.036 -0.046 0.086
H -4.757038 0.317968 0.327825 0.003 0.078 0.033 0.094
H -3.353231 2.096521 -1.618098 0.048 -0.007 0.061 0.123
H -1.543313 1.717928 -3.230268 0.021 -0.061 0.011 0.113
H 0.134346 -0.061112 -2.845839 -0.047 0.040 0.043 0.114
H 0.218658 -2.027030 0.357451 0.071 -0.209 -0.089 0.124
H 0.130523 -2.627229 -1.301449 0.089 -0.008 0.025 0.142
H 2.133639 -1.501883 -1.819015 0.384 -0.589 0.308 0.164
H 4.184944 -0.274735 0.474551 0.341 -0.352 0.122 0.138
H 1.990201 -1.054914 2.206936 0.301 -0.310 0.622 0.123
H 3.599429 -0.617497 2.913329 0.114 0.077 -0.125 0.133
H 1.738506 1.384629 2.442422 -0.169 0.063 -0.217 0.132
H 3.281420 1.574260 1.532440 -0.211 0.249 0.155 0.130
H 0.791832 0.751762 0.304945 0.157 0.475 -0.589 0.158
H -1.825609 -1.059644 0.836919 -0.006 0.026 -0.014 0.121
```
Positions in Å, forces in eV/Å.

frontier orbital gap	8.14	eV
net charge	+1
energy relative to the best compared isomer or geometry (same formula, charge and spin)	14.92	kcal/mol
2S+1	1
calculated total energy	-592.7621	a.u.